1.
A single C6H6O molecule in a non-equilibrium geometry, computed with ωB97M-V with the def2-TZVPD basis set.

Values from the calculation:
**SMILES string**: C#CC(C#C)CO
**Strongest force on any atom**: 0.0603 hartree/bohr
**HOMO energy**: -8.94 eV

Structure (XYZ):
```
13
C6H6O (ωB97M-V with the def2-TZVPD basis set)
C -1.543 -1.821 -0.954
C -0.905 -0.990 -0.321
C -0.109 0.167 -0.064
C -0.782 1.413 0.339
C -1.259 2.472 0.676
C 1.367 0.090 0.330
O 1.950 -0.998 -0.342
H -2.087 -2.717 -0.793
H 0.073 -0.299 -1.179
H -1.692 3.427 0.915
H 1.555 0.063 1.410
H 1.840 0.995 -0.069
H 1.592 -1.804 0.053
```

Here are the Mulliken charges for atoms 1 to 5, given in e: atom 1 (C): -0.320, atom 2 (C): -0.679, atom 3 (C): 0.558, atom 4 (C): -0.750, atom 5 (C): 0.266

=====

2.
4 unconnected molecules or ions with the total composition C13H16BrN2O5, computed with ωB97M-V with the def2-TZVPD basis set.

Values from the calculation:
**Total charge**: -1
**Strongest force on any atom**: 0.0180 hartree/bohr
**HOMO energy**: -5.53 eV

Structure (XYZ):
```
37
C13H16BrN2O5 (ωB97M-V with the def2-TZVPD basis set)
Br 0.139 0.256 1.581
C 3.136 2.567 3.313
O 4.181 3.016 3.794
N 3.075 1.939 2.114
N 1.930 2.687 3.965
H 2.192 1.620 1.736
H 3.907 1.865 1.561
H 1.933 3.210 4.817
H 1.130 2.214 3.577
C -5.133 1.062 0.295
C -5.828 1.778 -0.684
C -5.139 2.335 -1.740
C -3.763 2.207 -1.839
C -3.071 1.537 -0.840
C -3.752 1.000 0.260
O -3.097 0.331 1.240
O -5.877 3.009 -2.691
H -5.691 0.619 1.109
H -6.906 1.820 -0.617
H -3.192 2.546 -2.696
H -1.988 1.477 -0.804
H -2.144 0.555 1.211
H -5.310 3.480 -3.306
C 1.685 -2.522 -0.789
C 1.792 -3.858 -1.157
C 3.008 -4.377 -1.568
C 4.141 -3.593 -1.496
C 4.044 -2.271 -1.078
C 2.824 -1.726 -0.714
O 2.780 -0.438 -0.293
O 3.126 -5.664 -2.034
H 0.719 -2.141 -0.478
H 0.881 -4.446 -1.192
H 5.083 -4.020 -1.816
H 4.944 -1.672 -1.023
H 1.935 -0.261 0.162
H 2.307 -6.141 -1.880
```

Here are the Mulliken charges for atoms 1 to 5, given in e: atom 1 (Br): -0.894, atom 2 (C): 0.590, atom 3 (O): -0.714, atom 4 (N): -0.136, atom 5 (N): -0.295

=====

3.
A gas-phase ion, C3H6NO2S (charge -1) in a non-equilibrium geometry, computed with ωB97M-V with the def2-TZVPD basis set.

Values from the calculation:
**Total charge**: -1
**SMILES string**: C=CC=[S@@](N)(=O)[O-]
**Strongest force on any atom**: 0.0778 hartree/bohr
**HOMO energy**: -3.02 eV

Structure (XYZ):
```
13
C3H6NO2S (ωB97M-V with the def2-TZVPD basis set)
C 2.153 0.439 -0.355
C 0.812 0.534 -0.378
C -0.105 0.803 0.640
S -1.652 0.486 0.149
N -1.988 -1.132 -0.477
O -2.610 0.410 1.273
O -2.073 1.207 -1.035
H 2.615 -0.015 -1.211
H 2.874 0.978 0.300
H 0.351 0.224 -1.288
H 0.073 0.694 1.675
H -1.197 -1.910 -0.298
H -2.753 -1.450 0.183
```

Here are the Mulliken charges for atoms 1 to 5, given in e: atom 1 (C): -0.974, atom 2 (C): 0.092, atom 3 (C): -0.701, atom 4 (S): 1.028, atom 5 (N): -0.697

=====

4.
A molecular structure, C30H50BrN3OP2Pd in a non-equilibrium geometry, computed with ωB97M-V with the def2-TZVPD basis set.

Values from the calculation:
**Total charge**: +2
**2S+1**: 3
**Strongest force on any atom**: 0.0884 hartree/bohr
**HOMO energy (alpha / beta)**: -12.91 / -12.91 eV

Structure (XYZ):
```
88
C30H50BrN3OP2Pd (ωB97M-V with the def2-TZVPD basis set)
C 7.879 0.993 -1.373
C 6.729 1.858 -1.494
C 7.011 3.224 -1.805
C 8.339 3.640 -2.022
N 9.358 2.794 -1.927
C 9.166 1.521 -1.614
C 5.337 1.478 -1.253
C 4.256 1.117 -0.813
C 3.258 0.574 0.073
C 2.749 -0.720 -0.096
C 1.539 -1.118 0.514
C 0.888 -0.063 1.174
C 1.646 0.966 1.796
C 2.754 1.382 1.116
Pd -0.597 1.328 -0.001
P -1.484 -0.844 -1.639
H 6.286 4.021 -1.868
H 7.896 -0.049 -1.085
H 8.622 4.679 -2.285
H 10.110 0.929 -1.565
H 3.224 2.306 1.402
H 3.319 -1.409 -0.711
H 1.194 1.384 2.727
H 1.065 -2.099 0.457
C -3.322 -1.246 -1.677
C -4.215 -0.668 -2.781
H -3.708 -0.874 -0.718
H -3.454 -2.339 -1.659
H -5.262 -0.920 -2.535
H -4.153 0.433 -2.817
H -4.027 -1.068 -3.796
C -1.046 0.663 -2.763
C -0.081 0.510 -3.943
H -0.499 1.358 -2.036
H -1.985 1.169 -3.062
H 0.233 1.532 -4.201
H 0.820 -0.041 -3.637
H -0.500 0.072 -4.863
C -0.919 -2.318 -2.768
C -1.662 -2.741 -4.050
H -0.892 -3.194 -2.106
H 0.116 -2.085 -3.035
H -1.070 -3.560 -4.512
H -2.670 -3.168 -3.863
H -1.746 -1.948 -4.823
Br -0.180 -0.150 3.065
P -1.630 3.671 0.873
C -2.256 2.871 -0.615
C -3.460 3.686 -1.110
H -2.496 1.790 -0.367
H -1.449 2.810 -1.367
H -3.619 3.528 -2.180
H -4.357 3.400 -0.554
H -3.263 4.757 -0.939
C -2.136 2.823 2.390
C -2.490 3.708 3.594
H -1.334 2.096 2.620
H -2.944 2.130 2.111
H -2.925 3.056 4.358
H -1.586 4.177 4.002
H -3.221 4.490 3.342
C 0.183 3.879 0.813
C 0.469 5.326 0.395
H 0.635 3.118 0.146
H 0.593 3.645 1.802
H 1.519 5.592 0.570
H 0.220 5.481 -0.663
H -0.168 6.007 0.978
C -1.159 -4.986 0.317
N -1.555 -5.032 1.722
C -1.440 -6.342 2.437
C -1.380 -3.785 2.344
O -1.001 -2.820 1.659
N -1.762 -3.796 3.712
C -3.088 -4.408 3.958
C -1.447 -2.659 4.542
H -1.482 -5.919 -0.172
H -0.048 -4.849 0.215
H -1.654 -4.103 -0.157
H -1.167 -6.132 3.465
H -2.417 -6.832 2.373
H -0.686 -6.941 1.926
H -2.950 -5.264 4.646
H -3.758 -3.653 4.422
H -3.511 -4.748 2.996
H -0.556 -2.135 4.144
H -2.282 -1.948 4.551
H -1.267 -2.999 5.570
```

Here are the Mulliken charges for atoms 1 to 5, given in e: atom 1 (C): -0.484, atom 2 (C): 0.584, atom 3 (C): -0.454, atom 4 (C): -0.325, atom 5 (N): -0.513

=====

5.
A molecular structure, C26H21AlN6 in a non-equilibrium geometry, computed with ωB97M-V with the def2-TZVPD basis set.

Values from the calculation:
**Total charge**: +2
**Strongest force on any atom**: 0.0253 hartree/bohr
**HOMO energy**: -13.70 eV

Structure (XYZ):
```
54
C26H21AlN6 (ωB97M-V with the def2-TZVPD basis set)
Al 0.674 0.285 -0.370
N -3.587 0.012 -0.697
C -2.307 -0.285 -0.677
N -1.345 0.606 -0.599
C -1.661 1.969 -0.662
N -0.730 2.869 -0.685
N 0.511 2.243 -0.655
C 1.572 2.941 -0.814
C 2.828 2.165 -0.737
C 4.093 2.698 -0.791
C 5.212 1.845 -0.720
C 4.993 0.485 -0.631
C 3.676 0.040 -0.569
N 2.619 0.848 -0.607
C -3.079 2.354 -0.695
C -3.466 3.706 -0.740
C -4.800 4.033 -0.772
C -5.768 3.009 -0.769
C -5.407 1.673 -0.718
C -4.064 1.361 -0.688
H -4.231 -0.748 -0.817
H -1.994 -1.343 -0.646
H 1.506 4.000 -0.987
H 4.227 3.775 -0.873
H 6.217 2.253 -0.776
H 5.771 -0.266 -0.649
H 3.452 -1.029 -0.520
H -2.707 4.468 -0.756
H -5.110 5.059 -0.900
H -6.812 3.269 -0.829
H -6.162 0.912 -0.735
N 0.579 0.160 1.577
C 0.610 -1.191 2.218
C 0.652 -1.106 3.601
C 0.715 -2.243 4.375
C 0.761 -3.465 3.728
C 0.698 -3.535 2.350
C 0.631 -2.423 1.521
C 0.650 -2.619 0.025
C 0.523 -3.921 -0.482
C 0.617 -4.167 -1.834
C 0.848 -3.134 -2.737
C 0.931 -1.837 -2.263
C 0.787 -1.565 -0.890
H -0.227 0.699 1.953
H 1.410 0.641 1.943
H 0.569 -0.130 4.052
H 0.741 -2.188 5.479
H 0.823 -4.393 4.308
H 0.757 -4.532 1.933
H 0.289 -4.729 0.185
H 0.501 -5.195 -2.184
H 0.962 -3.321 -3.793
H 1.055 -1.018 -2.978
```

Here are the Mulliken charges for atoms 1 to 5, given in e: atom 1 (Al): -0.365, atom 2 (N): 0.089, atom 3 (C): -0.051, atom 4 (N): -0.020, atom 5 (C): 0.450

=====

6.
A molecular structure, C51H48CrN7OP2S3Se2 in a non-equilibrium geometry, computed with ωB97M-V with the def2-TZVPD basis set.

Values from the calculation:
**Total charge**: +2
**2S+1**: 4
**Strongest force on any atom**: 0.0220 hartree/bohr
**HOMO energy (alpha / beta)**: -12.38 / -12.38 eV

Structure (XYZ):
```
115
C51H48CrN7OP2S3Se2 (ωB97M-V with the def2-TZVPD basis set)
Cr -0.172 0.854 -0.206
Se -0.067 3.157 3.317
Se 1.018 2.726 1.328
C 1.837 0.989 1.624
C 2.753 0.722 2.616
C 3.213 -0.582 2.727
C 2.777 -1.534 1.817
C 1.890 -1.170 0.828
N 1.404 0.075 0.749
C -1.893 3.415 2.731
C -2.700 4.185 3.560
C -4.017 4.375 3.184
C -4.474 3.775 2.018
C -3.583 3.022 1.276
N -2.301 2.855 1.614
H 3.063 1.507 3.291
H 3.914 -0.846 3.508
H 3.123 -2.556 1.878
H 1.534 -1.874 0.088
H -2.305 4.617 4.470
H -4.675 4.989 3.785
H -5.494 3.906 1.684
H -3.899 2.521 0.368
S -3.390 3.228 -2.570
C -2.310 2.433 -1.721
N -1.537 1.788 -1.102
C 2.720 1.079 -3.005
P 1.127 1.570 -2.188
C 1.452 3.337 -1.873
C 0.487 4.324 -2.071
C 0.786 5.651 -1.799
C 2.037 6.002 -1.310
C 2.981 5.018 -1.050
C 2.688 3.692 -1.325
C 0.039 1.441 -3.649
C -0.581 0.210 -3.874
C -1.334 0.004 -5.021
C -1.477 1.028 -5.948
C -0.837 2.240 -5.744
C -0.065 2.447 -4.607
P 3.426 -0.639 -2.898
C 4.707 -0.478 -4.220
C 5.735 -1.425 -4.198
C 6.758 -1.387 -5.129
C 6.771 -0.404 -6.110
C 5.746 0.525 -6.157
C 4.714 0.485 -5.226
C 4.587 -0.531 -1.470
C 4.854 -1.718 -0.793
C 5.854 -1.777 0.171
C 6.582 -0.641 0.484
C 6.323 0.551 -0.184
C 5.345 0.601 -1.167
H 3.483 1.824 -2.801
H 2.435 1.170 -4.050
H -0.495 4.061 -2.438
H 0.038 6.415 -1.971
H 2.273 7.042 -1.128
H 3.943 5.284 -0.632
H 3.426 2.930 -1.098
H -0.448 -0.590 -3.157
H -1.791 -0.962 -5.202
H -2.073 0.875 -6.838
H -0.923 3.030 -6.478
H 0.460 3.383 -4.485
H 5.734 -2.198 -3.439
H 7.553 -2.121 -5.084
H 7.572 -0.368 -6.837
H 5.747 1.296 -6.917
H 3.927 1.222 -5.318
H 4.298 -2.613 -1.052
H 6.076 -2.715 0.666
H 7.368 -0.683 1.227
H 6.915 1.433 0.030
H 5.223 1.516 -1.736
S -1.063 -1.369 -0.763
C -2.762 -1.200 -0.938
N -3.264 -0.455 -1.959
C -4.583 -0.271 -2.141
C -5.461 -0.878 -1.292
C -4.906 -1.690 -0.299
N -3.600 -1.842 -0.131
H -2.599 -0.016 -2.589
H -4.881 0.362 -2.965
H -6.529 -0.757 -1.396
H -5.547 -2.229 0.390
C -1.047 -5.607 3.371
C -2.422 -4.957 3.518
C -2.685 -3.897 2.454
N -1.850 -2.704 2.626
C -2.178 -1.425 2.702
S -0.971 -0.237 2.514
N -3.459 -1.015 2.891
C -4.607 -1.672 3.430
O -5.661 -1.518 2.865
C -4.421 -2.415 4.693
C -5.378 -3.367 5.043
C -5.262 -4.058 6.236
C -4.201 -3.786 7.093
C -3.261 -2.821 6.759
C -3.364 -2.137 5.559
H -0.948 -6.445 4.059
H -0.240 -4.904 3.597
H -0.901 -5.988 2.357
H -2.520 -4.511 4.509
H -3.199 -5.718 3.425
H -3.731 -3.609 2.449
H -2.451 -4.303 1.466
H -0.862 -2.846 2.491
H -3.649 -0.082 2.556
H -6.204 -3.554 4.368
H -5.999 -4.803 6.504
H -4.116 -4.320 8.031
H -2.447 -2.599 7.437
H -2.641 -1.368 5.315
```

Here are the Mulliken charges for atoms 1 to 5, given in e: atom 1 (Cr): 0.935, atom 2 (Se): -0.031, atom 3 (Se): 0.174, atom 4 (C): 0.119, atom 5 (C): -0.829

=====

7.
A molecular structure, C29H40CrN3O4Si3 in a non-equilibrium geometry, computed with ωB97M-V with the def2-TZVPD basis set.

Values from the calculation:
**Total charge**: -2
**2S+1**: 4
**Strongest force on any atom**: 0.1217 hartree/bohr
**HOMO energy (alpha / beta)**: -1.43 / -1.17 eV

Structure (XYZ):
```
80
C29H40CrN3O4Si3 (ωB97M-V with the def2-TZVPD basis set)
Cr -0.793 0.551 0.522
C -2.904 -3.744 -0.465
O -2.914 -4.003 0.941
C -3.066 -2.887 1.697
C -3.829 -3.032 2.849
C -4.136 -1.947 3.650
C -3.661 -0.702 3.261
C -2.847 -0.542 2.143
C -2.373 0.866 1.851
N -1.167 1.290 2.318
N -0.818 2.623 1.861
C -0.262 2.717 0.508
O -0.150 1.931 -0.645
C -0.014 4.191 0.289
C -0.096 4.745 -0.979
C -0.066 6.123 -1.148
C 0.054 6.963 -0.053
C 0.138 6.414 1.221
C 0.100 5.038 1.399
C -2.505 -1.652 1.318
O -1.716 -1.522 0.253
H -1.380 -3.593 -1.074
H -3.669 -2.984 -0.699
H -3.237 -4.665 -0.957
H -4.194 -4.029 3.070
H -4.741 -2.067 4.541
H -3.878 0.180 3.855
H -3.068 1.528 1.330
H -0.201 4.088 -1.832
H -0.133 6.539 -2.147
H 0.083 8.039 -0.191
H 0.236 7.062 2.085
H 0.179 4.598 2.378
C 3.626 0.422 -2.155
Si 2.262 0.772 -0.850
C 2.252 2.737 -0.882
C 3.232 0.418 0.757
C 0.700 -0.393 -1.055
Si 0.071 -0.213 -2.767
C 1.063 -1.258 -4.022
C 0.050 1.510 -3.546
C -1.721 -0.814 -2.944
Si 1.047 -2.070 -0.445
C 2.784 -2.725 -0.860
C -0.116 -3.322 -1.150
C 0.818 -2.198 1.457
C 1.302 -3.314 2.139
C 1.106 -3.447 3.508
C 0.438 -2.439 4.176
C -0.024 -1.356 3.434
N 0.138 -1.242 2.128
H 4.507 1.013 -1.885
H 3.315 0.730 -3.159
H 3.913 -0.630 -2.203
H 3.254 3.121 -0.669
H 1.484 2.959 -0.166
H 1.941 3.110 -1.864
H 4.134 1.042 0.748
H 3.559 -0.622 0.848
H 2.648 0.666 1.640
H 2.103 -0.927 -4.066
H 0.642 -1.184 -5.032
H 1.058 -2.311 -3.733
H 1.057 1.916 -3.678
H -0.525 2.197 -2.929
H -0.410 1.427 -4.537
H -1.828 -1.862 -2.663
H -2.070 -0.703 -3.977
H -2.380 -0.229 -2.296
H 2.877 -2.735 -1.949
H 2.925 -3.751 -0.501
H 3.586 -2.116 -0.448
H -0.036 -3.410 -2.242
H -1.709 -2.733 -0.573
H 0.116 -4.312 -0.716
H 1.839 -4.079 1.590
H 1.477 -4.318 4.039
H 0.258 -2.477 5.243
H -0.559 -0.537 3.902
O 0.820 1.568 1.206
```

Here are the Mulliken charges for atoms 1 to 5, given in e: atom 1 (Cr): -0.242, atom 2 (C): -1.228, atom 3 (O): -0.521, atom 4 (C): -0.080, atom 5 (C): -0.599

=====

8.
A molecular structure, C5H14N4 in a non-equilibrium geometry, computed with ωB97M-V with the def2-TZVPD basis set.

Values from the calculation:
**Strongest force on any atom**: 0.0612 hartree/bohr
**HOMO energy**: -7.78 eV

Structure (XYZ):
```
23
C5H14N4 (ωB97M-V with the def2-TZVPD basis set)
C -0.011 -1.294 -0.269
C 2.113 1.525 -0.503
C -2.386 0.806 0.026
C -0.661 -1.743 -1.556
N 1.254 0.834 0.442
C -0.931 0.435 0.046
N 1.761 0.976 1.755
N -0.275 -2.124 0.832
N -0.103 1.348 0.355
H 1.067 -1.240 -0.401
H 1.131 0.457 2.363
H 1.712 1.958 2.046
H 0.308 -1.933 1.635
H -1.254 -2.168 1.080
H 2.136 2.615 -0.322
H 3.110 1.099 -0.420
H 1.723 1.354 -1.505
H -2.806 0.586 -0.957
H -2.937 0.204 0.751
H -2.537 1.866 0.247
H -0.189 -2.676 -1.888
H -1.729 -1.883 -1.420
H -0.496 -1.003 -2.337
```

Here are the Mulliken charges for atoms 1 to 5, given in e: atom 1 (C): 0.366, atom 2 (C): -0.943, atom 3 (C): -1.064, atom 4 (C): -1.425, atom 5 (N): 0.608